C18H34N3O12S | ωB97M-V with the def2-TZVPD basis set

Results
HOMO level (eV): -12.01
LUMO (eV): -3.931
Orbital gap (eV): 8.1

Structure (ORCA input):
```
! RIJCOSX wB97M-V def2-TZVPD def2/J DEFGRID3
* xyz 1 1
C 1.83427 3.36892 0.08880
C 2.19660 4.23500 -1.25458
O 1.20544 4.15622 -2.33805
C -0.12375 4.63769 -1.91613
C -1.12389 3.29961 -1.99611
O -2.37311 3.46233 -1.23674
C -3.25392 2.27629 -1.49126
C -3.16116 1.15521 -0.29803
S -3.32600 2.02017 1.35392
C -3.70889 0.89572 2.80562
O -4.55012 3.00772 1.23930
O -2.08473 2.86756 1.75392
C -4.36174 -0.00822 -0.34427
N -3.49720 -1.19624 0.02170
C -2.16856 -1.10676 -0.70113
N -1.37430 -2.09273 -1.27125
O -1.81508 -3.37052 -1.14783
C -0.64324 -4.11010 -0.65366
C -0.84716 -4.85316 0.79331
C -1.85331 -4.08564 1.83539
O 0.50211 -4.85256 1.45042
N -1.89263 0.41068 -0.65334
H 2.06824 4.06304 1.03157
H 0.73976 2.95888 0.14127
H 2.54382 2.42052 0.23659
H 3.20142 3.76333 -1.69239
H 2.48916 5.34133 -0.94652
H -0.14389 5.11500 -0.83752
H -0.59873 5.44326 -2.63691
H -1.34329 3.14293 -3.14038
H -0.44249 2.40025 -1.61823
H -4.35954 2.68330 -1.49000
H -3.08406 1.81749 -2.57443
H -2.77489 0.21153 3.00892
H -4.70033 0.29198 2.64283
H -3.87187 1.61363 3.74496
H -4.70400 -0.26457 -1.44090
H -5.16945 0.06180 0.50903
H -3.91365 -2.15009 -0.04578
H -0.49781 -1.79683 -1.75409
H -0.43197 -4.97501 -1.44605
H 0.33105 -3.45991 -0.61484
H -1.24405 -5.96435 0.68729
H -2.78733 -4.75295 2.15937
H -1.26050 -3.78557 2.82719
H -2.27689 -3.08357 1.40377
H 0.61381 -5.77824 1.81742
H -1.57308 0.53688 -1.65556
C 4.48450 3.42168 -4.50989
C 5.00684 2.16882 -5.13478
O 6.18445 1.90345 -4.39657
C 6.04206 2.52013 -3.18699
O 6.79352 2.36018 -2.23967
O 4.94906 3.33786 -3.17568
H 3.39279 3.47696 -4.53749
H 4.89852 4.32380 -4.97231
H 4.31858 1.32502 -5.01818
H 5.23514 2.29719 -6.19641
C 2.54005 -4.96787 5.01728
C 2.35994 -3.52237 4.68399
O 0.98016 -3.42674 4.38532
C 0.36360 -4.46593 5.02060
O -0.84545 -4.59326 5.11890
O 1.27619 -5.34291 5.53203
H 3.32497 -5.12900 5.76130
H 2.75667 -5.57704 4.13350
H 2.58461 -2.86665 5.53184
H 2.96470 -3.21454 3.82658
*
```

Löwdin atomic charge list, values in e, 4 entries: -0.101 -0.234 -0.225 -0.150

C18H34N5O6P2SSeSr | ωB97M-V with the def2-TZVPD basis set

Results
HOMO level (eV): -9.99
LUMO (eV): -2.625
Orbital gap (eV): 7.4
Energy relative to the best compared isomer or geometry (same formula, charge and spin) (kcal per mole): 209.9

Structure (ORCA input):
```
! RIJCOSX wB97M-V def2-TZVPD def2/J DEFGRID3
* xyz 1 1
Sr 1.49891 -0.60910 1.77165
N 4.12860 -2.09355 3.91263
C 2.98899 -1.41981 3.03152
C 3.06719 0.08413 3.10639
P 3.41191 -2.19272 1.45379
O 4.85086 -1.43743 1.36492
O 2.55556 -1.66772 0.37777
O 3.59659 -3.63193 1.67020
P 1.50508 -1.92592 3.91275
O 1.94233 -1.24142 5.32024
O 0.34748 -1.13884 3.38493
O 1.38384 -3.37280 4.04410
H 5.03197 -1.70021 3.64707
H 4.10967 -3.10447 3.64802
H 3.92572 -1.95877 4.91000
H 3.52563 0.34131 4.05689
H 2.06948 0.47343 3.21884
H 3.69924 0.50937 2.32230
H 5.43346 -1.88530 0.71772
H 1.41426 -1.61571 6.05673
C 2.68044 2.56837 -3.00963
C 1.20591 2.91351 -3.28268
C 0.56319 1.94189 -4.28110
C 0.17763 0.55932 -3.72269
N -0.96597 0.62222 -2.78224
C -0.94489 0.65253 -1.43413
Se 0.66199 0.48861 -0.51035
N -2.21333 0.69538 -0.98779
C -2.78436 0.56742 0.37218
C -2.12166 1.28908 1.53856
C -2.10295 2.83478 1.43807
C -0.82188 3.44820 0.86657
C -3.07485 0.60825 -2.08808
C -4.45909 0.53443 -2.17703
C -5.00861 0.43330 -3.44107
C -4.20235 0.41210 -4.58428
C -2.82685 0.47657 -4.48828
C -2.28479 0.57413 -3.21529
H 3.02319 3.11496 -2.12771
H 3.31210 2.83236 -3.86110
H 2.78126 1.50948 -2.77644
H 1.14162 3.92737 -3.68068
H 0.67185 2.83769 -2.33368
H 1.26713 1.77124 -5.10501
H -0.34740 2.39004 -4.69578
H 0.99127 0.11915 -3.15808
H -0.13023 -0.07921 -4.54843
H -2.79822 -0.49694 0.59194
H -3.79632 0.95335 0.30622
H -1.13495 0.90124 1.69794
H -2.73737 1.01354 2.39757
H -2.24288 3.22952 2.44714
H -2.95351 3.15859 0.82790
H 0.04160 3.03246 1.36729
H -0.83143 4.53266 0.99130
H -0.71182 3.21751 -0.19174
H -5.09898 0.53363 -1.30458
H -6.08297 0.36198 -3.55161
H -4.67008 0.32825 -5.55722
H -2.20361 0.44435 -5.37397
N -1.15503 -4.75004 0.56947
C -1.11387 -3.59553 1.24697
N -1.41849 -3.60929 2.55443
S -0.76667 -2.13495 0.41783
H -1.41683 -5.62057 0.99568
H -0.98637 -4.69886 -0.41787
H -1.41260 -4.47574 3.06911
H -1.18472 -2.78079 3.06390
*
```

Löwdin atomic charge list, values in e, 4 entries: 1.236 0.211 -0.664 -0.205

C18H35AlBr2FKLiN6O5S | ωB97M-V with the def2-TZVPD basis set

Results
HOMO level (eV): -13.31
LUMO (eV): -12.345
Orbital gap (eV): 1.0

Structure (ORCA input):
```
! RIJCOSX wB97M-V def2-TZVPD def2/J DEFGRID3
* xyz 3 1
N 4.65636 1.96117 -0.30219
C 3.27794 2.63050 -0.45906
N 2.74186 3.18516 0.84392
N 3.49862 3.72520 -1.52255
C 2.22793 1.54228 -1.17180
N 0.83258 2.09602 -1.36047
S -0.19583 1.80135 0.01966
H 4.55037 1.06802 0.25179
H 5.02867 1.76402 -1.26627
H 2.46032 2.41037 1.48518
H 3.43269 3.79234 1.33684
H 3.54454 4.64194 -1.00772
H 2.72069 3.72716 -2.22130
H 2.67000 1.38507 -2.26924
H 2.28296 0.49876 -0.64424
H -0.95298 3.00998 0.14024
N 0.34702 -0.17408 -4.03578
H 0.41279 -1.10470 -3.60685
H 1.10622 -0.05675 -4.71699
H -0.55779 -0.07979 -4.51189
H 0.42686 0.54497 -3.30714
N 7.32632 3.51211 -1.75166
C 8.29368 3.59177 -0.78398
C 9.51039 3.33730 -1.37648
C 9.26895 3.10169 -2.75105
C 7.91234 3.21881 -2.95552
H 6.33526 3.64922 -1.60122
H 8.03397 3.82052 0.24093
H 10.46850 3.32408 -0.87330
H 10.00548 2.87201 -3.51017
H 7.31529 3.11752 -3.85198
F 10.24702 5.40612 0.05275
C -1.22388 -1.78363 2.49377
C -1.63565 -0.53986 2.22960
C -2.79591 0.04757 2.92813
O -3.17471 1.18518 2.68554
C -3.48209 -0.79164 3.93048
C -3.07031 -2.03541 4.19465
C -1.91006 -2.62284 3.49612
O -1.53125 -3.76045 3.73872
H -0.37517 -2.22987 1.98997
H -1.14250 0.08860 1.49771
H -4.33079 -0.34540 4.43428
H -3.56347 -2.66387 4.92654
O -6.29680 -1.67235 3.07540
C -7.21571 -1.37847 3.83626
O -7.33967 -0.11551 4.30455
C -8.47823 0.37507 5.03448
C -8.34514 0.06969 6.51228
C -8.16110 -2.43176 4.33505
H -9.41248 -0.00122 4.60685
H -8.49134 1.46277 4.89231
H -8.31148 -1.00580 6.70112
H -9.18578 0.49330 7.07114
H -7.41208 0.48931 6.90760
H -7.71178 -2.94074 5.19291
H -8.32637 -3.15639 3.53150
H -9.14313 -2.04959 4.60623
Li 7.18752 1.49864 -1.30035
Br 0.95005 -4.05181 -4.14782
C -0.93304 -4.00810 -4.65426
C -1.16529 -4.73394 -5.95879
Br -0.59628 -3.65250 -7.47923
H -1.23159 -2.95656 -4.68331
H -1.45873 -4.50799 -3.83587
H -2.23286 -4.90856 -6.11826
H -0.63205 -5.68633 -6.02692
K -0.01248 -6.01472 -2.70783
O -1.64768 -7.45468 -8.20126
H -1.37727 -6.56004 -8.10264
Al 5.98752 3.02978 1.55091
*
```

Löwdin atomic charge list, values in e, 4 entries: -0.095 -0.565 0.073 0.067

C18H35AsCl2N3NaO | ωB97M-V with the def2-TZVPD basis set

Results
HOMO level (eV): -6.71
LUMO (eV): 0.100
Orbital gap (eV): 6.8
Energy relative to the best compared isomer or geometry (same formula, charge and spin) (kcal per mole): 8.1

Structure (ORCA input):
```
! RIJCOSX wB97M-V def2-TZVPD def2/J DEFGRID3
* xyz 0 1
Na -9.66379 -0.23255 -12.72458
Cl -11.14645 -6.98179 -12.58255
C -12.62118 -6.01752 -12.25285
Cl -12.35651 -4.77039 -11.05383
H -13.40632 -6.66700 -11.82152
H -12.92796 -5.64022 -13.25899
C -11.73212 -2.95024 -15.34399
N -10.49245 -3.18421 -16.02143
C -10.11476 -4.64094 -15.76712
C -9.43511 -2.32026 -15.51374
C -9.67715 -0.90177 -15.86186
C -9.24152 -0.54475 -17.17059
C -9.46547 0.72446 -17.66050
C -10.16651 1.64138 -16.85385
C -10.48828 1.30053 -15.55021
C -10.32869 -0.01266 -14.98165
H -12.52232 -3.59834 -15.70679
H -12.07052 -1.93581 -15.43410
H -11.69398 -3.21110 -14.22567
H -10.95670 -5.24339 -16.13275
H -10.00551 -4.79744 -14.72566
H -9.25545 -4.88896 -16.33864
H -8.48005 -2.68508 -15.94842
H -9.26216 -2.51908 -14.42922
H -8.83398 -1.28624 -17.81644
H -9.14784 0.96553 -18.64976
H -10.35856 2.58867 -17.30355
H -10.97062 2.04626 -14.98986
C -10.35488 -1.44712 -7.97346
N -9.32239 -1.04680 -8.91031
C -8.69324 0.25875 -8.69631
C -9.00861 -1.71928 -10.06829
O -8.37051 -1.18290 -10.96696
N -9.45892 -3.05244 -10.15217
C -9.18477 -3.76764 -11.43256
C -9.23222 -3.94985 -9.01468
H -11.06294 -0.62282 -7.86160
H -9.98814 -1.73639 -7.05894
H -10.79293 -2.33103 -8.39642
H -8.36527 0.49537 -7.68132
H -9.29502 1.06665 -9.07848
H -7.82724 0.36553 -9.31263
H -9.83065 -3.27689 -12.20052
H -9.57272 -4.82500 -11.25606
H -8.19330 -3.79169 -11.76807
H -8.98840 -3.45140 -8.09309
H -8.44796 -4.66178 -9.22848
H -10.08368 -4.54411 -8.84401
C -9.09471 4.36457 -13.29675
As -8.50932 2.70268 -12.41362
C -7.27033 3.57423 -11.13548
C -7.21975 2.12614 -13.74328
H -8.31328 5.10874 -13.34530
H -9.99170 4.75527 -12.74585
H -9.44390 4.20175 -14.34827
H -6.73641 4.37691 -11.67995
H -6.48689 2.84374 -10.85607
H -7.71096 3.89172 -10.20387
H -6.90577 2.88782 -14.47555
H -7.67519 1.35809 -14.39167
H -6.39959 1.68327 -13.21029
*
```

Löwdin atomic charge list, values in e, 4 entries: 0.347 0.494 -1.003 0.559